C10H19N2O | wB97M-V/def2-TZVPD

## Properties
relative energy (zero: lowest compared OMol25 entry of this formula, charge and spin) = 110.82 kcal/mol
E_tot = -15694.5250 eV
net charge = +1
lowest unoccupied orbital energy = -4.667 eV
spin multiplicity = 1
maximum force = 7.97 eV Å⁻¹

Cartesian coordinates (Å):
C1 -0.61307 1.26247 1.60906
C2 -0.42207 1.53307 3.02629
C3 -0.60494 0.14903 0.92075
C4 -0.89312 0.18709 -0.43432
C5 1.41524 -1.19218 1.47153
C6 -0.80398 -2.40930 0.77009
C7 0.07786 3.32596 4.51404
C8 0.25305 0.68146 -4.79170
C9 0.31973 -1.59927 -4.25425
C10 -0.09939 -1.24353 1.50684
N1 -1.10448 -0.12712 -1.58948
N2 -0.14400 2.74867 3.32967
O1 -0.21821 -0.33490 -3.94030
H1 -0.95867 2.14024 1.00198
H2 -0.29196 0.71176 3.74096
H3 1.77862 -2.20872 1.86489
H4 1.77890 -0.83784 0.49956
H5 1.91390 -0.48090 2.19992
H6 -1.85781 -2.11163 0.39572
H7 -0.13840 -2.67923 0.02512
H8 -0.84992 -3.44000 1.32421
H9 0.97261 3.79725 4.30316
H10 0.28510 2.63107 5.29778
H11 -0.68690 4.06436 4.97886
H12 0.12071 0.43774 -5.83461
H13 -0.19824 1.60476 -4.27668
H14 1.36298 0.75556 -4.54915
H15 0.43046 -1.84229 -5.29488
H16 1.24603 -1.83689 -3.76894
H17 -0.50938 -2.25700 -3.89494
H18 -0.58292 -1.36167 2.46255
H19 -0.97775 -0.06803 -2.61372

Atomic forces in eV per Å
C -1.55 3.24 -0.39
C 1.84 0.96 0.93
C 0.80 -3.05 0.83
C -0.99 -2.59 -6.90
C 1.04 -0.96 2.01
C -1.25 -0.98 1.10
C -0.74 0.68 4.02
C 1.75 1.84 2.86
C -2.18 -1.70 1.05
C -1.91 0.85 -0.69
N 0.59 2.42 7.58
N -3.36 -1.89 -4.78
O -0.17 -0.30 -0.75
H 0.64 -0.41 1.01
H -0.41 -0.03 0.00
H -0.09 1.29 -1.29
H 0.06 -0.84 0.00
H -1.09 -0.49 -0.59
H 1.82 -0.72 0.58
H 0.76 -0.45 -2.46
H -0.19 2.28 -0.30
H 1.96 1.95 0.37
H 0.07 -0.81 1.02
H 1.01 -1.01 -1.59
H -0.52 0.45 -0.26
H 0.45 -0.90 -1.91
H -1.01 0.16 -0.80
H -0.08 0.58 -0.76
H 0.55 0.21 0.52
H 1.07 -0.17 -0.16
H 0.53 0.77 0.94
H 0.59 -0.39 -1.17